Record 1
C56H122F18N7O22S6 | the ωB97M-V functional and the def2-TZVPD basis

Last column: Mulliken charge in e.
Positions of all 231 atoms, in Å:
C -5.679 0.497 3.061  -0.23
C -6.710 -0.253 2.233  0.17
C -7.076 -1.563 2.956  -0.85
O -7.760 -1.335 4.238  -0.44
C -7.774 -2.562 4.971  -0.78
N -7.901 0.764 1.924  0.03
H -7.690 1.363 1.139  0.20
H -8.745 0.332 1.576  0.42
H -8.219 1.208 2.774  0.41
H -5.018 1.198 2.551  -0.21
H -4.909 -0.183 3.426  -0.46
H -6.191 1.027 3.864  0.63
H -6.420 -0.551 1.225  0.25
H -6.166 -2.138 3.124  0.27
H -7.815 -2.096 2.357  0.67
H -8.459 -3.306 4.564  0.33
H -8.310 -2.349 5.895  0.33
H -6.807 -2.958 5.285  0.26
C 0.240 -1.672 -9.916  -1.30
C 0.903 -1.425 -8.530  0.09
C 0.084 -0.552 -7.570  -0.61
O 0.872 -0.379 -6.341  -0.11
C 0.740 0.886 -5.694  -1.06
N 1.162 -2.740 -7.928  0.17
H 1.846 -2.707 -7.185  0.13
H 0.286 -3.154 -7.643  0.26
H 1.611 -3.408 -8.538  0.49
H -0.689 -2.194 -9.691  0.36
H 0.976 -2.287 -10.434  0.40
H 0.062 -0.748 -10.466  0.39
H 1.883 -0.957 -8.629  0.31
H -0.899 -0.896 -7.250  0.15
H -0.022 0.407 -8.078  0.49
H -0.110 1.547 -5.862  0.62
H 1.696 1.398 -5.808  0.31
H 0.529 0.737 -4.635  0.09
C 1.914 -2.703 5.598  -1.36
C 0.793 -3.283 4.565  0.17
C -0.522 -2.466 4.765  -0.42
O -1.394 -2.735 3.696  -0.17
C -2.682 -2.188 3.883  -0.59
N 1.349 -3.093 3.103  0.55
H 0.806 -3.584 2.408  -0.16
H 1.411 -2.105 2.901  0.11
H 2.257 -3.498 2.927  0.52
H 1.799 -3.049 6.625  0.41
H 2.206 -1.653 5.615  0.23
H 2.851 -3.069 5.178  0.45
H 0.775 -4.352 4.779  0.38
H -0.430 -1.381 4.816  -0.05
H -0.900 -2.732 5.752  0.60
H -3.174 -2.629 4.749  0.45
H -3.265 -2.371 2.980  0.07
H -2.616 -1.100 3.904  0.11
C -2.741 -0.215 0.358  -0.34
N -1.928 -0.802 -0.751  1.16
C -0.578 -1.272 -0.232  -0.18
C -2.485 -2.158 -1.334  -0.98
C -1.837 0.280 -1.888  0.24
C -0.875 1.402 -1.590  -0.03
O 0.440 0.988 -1.655  0.34
H -3.745 0.030 0.013  0.19
H -2.297 0.704 0.739  -0.32
H -2.701 -1.077 1.024  0.06
H -0.607 -1.974 0.602  0.24
H -0.009 -0.424 0.148  -0.75
H -0.016 -1.660 -1.081  0.40
H -3.509 -1.865 -1.565  0.44
H -2.573 -2.868 -0.511  0.16
H -1.886 -2.598 -2.131  0.24
H -2.798 0.740 -2.120  0.65
H -1.480 -0.458 -2.607  -0.43
H -0.826 1.943 -0.644  -0.67
H -1.087 2.236 -2.259  0.60
H 0.988 1.448 -2.295  -0.18
C -3.981 1.107 6.005  -1.12
C -2.846 2.063 5.807  -0.45
C -2.848 2.744 4.409  0.86
C -1.723 3.801 4.276  -0.94
N -2.030 4.880 3.176  0.83
C -1.785 4.245 1.772  1.29
C -0.550 4.850 1.161  -0.32
C 0.205 5.423 2.356  0.83
C -0.853 5.934 3.186  -1.63
C -3.402 5.735 3.235  -1.08
C -3.613 6.477 4.563  -0.09
C -5.008 7.088 4.682  -1.42
H -3.957 0.369 5.203  0.04
H -4.916 1.580 6.306  0.34
H -3.758 0.438 6.836  0.50
H -1.933 1.492 5.978  -0.01
H -2.920 2.896 6.506  0.51
H -3.853 3.120 4.221  0.47
H -2.762 1.995 3.621  -0.57
H -0.707 3.427 4.149  -0.39
H -1.742 4.371 5.205  0.84
H -2.610 4.397 1.077  -0.16
H -1.660 3.164 1.833  -1.16
H -0.905 5.503 0.363  0.38
H 0.085 4.071 0.740  -0.04
H 0.867 6.251 2.102  0.03
H 0.688 4.658 2.965  -0.29
H -1.288 6.839 2.763  0.59
H -0.652 6.307 4.190  0.41
H -4.255 5.168 2.861  0.41
H -3.354 6.471 2.432  0.70
H -2.942 7.335 4.589  0.24
H -3.406 5.737 5.336  0.24
H -5.742 6.336 4.392  0.33
H -5.040 8.025 4.126  0.37
H -5.271 7.367 5.702  0.38
C 4.331 7.326 2.658  -1.36
C 3.801 6.671 1.408  -0.60
C 3.876 5.144 1.365  1.07
C 5.367 4.747 1.212  -1.64
N 5.671 3.193 1.274  0.95
C 7.191 2.919 1.094  -0.70
C 7.760 2.791 2.452  -0.68
C 6.700 2.147 3.297  -0.98
C 5.347 2.647 2.712  -0.01
C 4.857 2.491 0.104  -0.50
C 5.196 2.914 -1.266  -0.12
C 4.683 2.007 -2.417  -1.84
H 3.704 7.031 3.499  0.29
H 4.504 8.402 2.657  0.41
H 5.279 6.924 3.014  0.34
H 4.370 7.048 0.558  0.47
H 2.746 6.901 1.259  0.28
H 3.287 4.757 0.533  -0.14
H 3.467 4.530 2.168  0.02
H 5.817 5.313 2.028  0.43
H 5.738 5.152 0.270  0.45
H 7.415 1.968 0.611  0.50
H 7.616 3.730 0.502  0.30
H 8.711 2.261 2.391  0.45
H 7.829 3.811 2.829  0.30
H 6.724 1.061 3.208  0.35
H 6.879 2.123 4.372  0.46
H 4.673 1.794 2.642  -0.12
H 4.932 3.480 3.279  0.34
H 3.814 2.573 0.407  0.16
H 5.341 1.514 0.117  0.53
H 6.279 2.983 -1.363  0.31
H 4.896 3.952 -1.416  0.27
H 5.066 0.999 -2.259  0.64
H 4.708 2.502 -3.388  0.40
H 3.652 1.653 -2.430  0.14
C 1.797 -8.352 -4.918  -1.15
C 3.037 -7.444 -4.663  -0.68
C 2.627 -6.038 -4.061  0.06
C 3.836 -5.040 -3.962  -1.15
N 3.752 -4.053 -2.686  1.20
C 2.446 -3.277 -2.720  -0.75
C 2.694 -1.960 -3.381  1.35
C 4.221 -1.656 -3.075  -0.71
C 4.899 -3.018 -3.049  -0.70
C 3.974 -4.752 -1.346  -0.73
C 5.290 -5.540 -1.080  -0.75
C 5.655 -6.158 0.282  -1.37
H 2.106 -9.379 -5.109  0.40
H 1.302 -8.144 -5.867  0.33
H 1.141 -8.337 -4.047  0.22
H 3.538 -7.375 -5.629  0.36
H 3.768 -7.880 -3.983  0.39
H 2.416 -6.267 -3.017  -0.29
H 1.781 -5.588 -4.581  0.56
H 3.832 -4.448 -4.877  0.49
H 4.711 -5.626 -3.681  0.51
H 2.047 -3.159 -1.712  -0.07
H 1.722 -3.885 -3.262  0.03
H 2.107 -1.235 -2.819  -0.49
H 2.525 -2.008 -4.457  -0.19
H 4.319 -1.255 -2.066  0.16
H 4.660 -0.834 -3.640  0.73
H 5.543 -3.115 -2.175  0.30
H 5.418 -3.261 -3.976  0.24
H 3.014 -5.202 -1.095  0.25
H 4.021 -3.914 -0.650  0.69
H 6.084 -4.995 -1.590  0.38
H 4.955 -6.400 -1.660  0.30
H 6.543 -6.788 0.230  0.38
H 4.869 -6.856 0.570  0.29
H 5.761 -5.348 1.004  0.35
C 1.599 1.485 4.534  0.27
F 1.470 2.712 4.975  -0.24
F 2.867 1.207 4.574  -0.17
F 0.884 0.799 5.468  -0.25
S 1.039 1.144 2.711  0.68
O 1.307 -0.279 2.454  -0.91
O -0.383 1.433 2.546  -0.23
O 2.047 1.893 1.976  -0.61
C -2.210 -2.173 -5.129  0.12
F -3.199 -2.252 -4.139  -0.21
F -2.698 -1.225 -5.901  -0.24
F -1.000 -1.849 -4.646  0.20
S -2.209 -3.839 -6.093  1.07
O -1.162 -3.764 -7.126  -0.89
O -1.832 -4.841 -5.087  -0.58
O -3.600 -3.953 -6.588  -0.66
C 0.125 -7.108 -0.731  0.37
F 1.344 -7.613 -0.469  -0.21
F 0.026 -6.767 -2.045  -0.15
F -0.850 -8.034 -0.450  -0.19
S -0.230 -5.519 0.336  1.25
O -0.053 -5.853 1.762  -0.75
O 0.666 -4.428 -0.080  -0.46
O -1.605 -5.105 0.017  -0.60
C -5.714 4.122 -1.287  0.45
F -4.627 4.982 -1.334  -0.17
F -6.873 4.647 -0.893  -0.19
F -5.941 3.571 -2.498  -0.18
S -5.272 2.777 0.064  1.11
O -5.733 3.268 1.374  -0.65
O -6.012 1.537 -0.383  -0.75
O -3.813 2.716 0.114  -0.67
C -6.179 -4.964 0.617  0.64
F -6.389 -6.130 -0.009  -0.15
F -7.157 -4.656 1.424  -0.13
F -5.015 -5.188 1.282  -0.12
S -5.933 -3.527 -0.763  1.18
O -5.311 -2.389 -0.036  -0.49
O -5.032 -4.109 -1.783  -0.37
O -7.277 -3.176 -1.283  -0.56
C 2.409 5.115 -3.230  0.53
F 3.590 4.725 -3.810  -0.23
F 2.506 5.172 -1.875  -0.31
F 2.054 6.399 -3.611  -0.23
S 0.957 3.931 -3.707  1.19
O 1.516 2.609 -3.370  -0.42
O -0.160 4.483 -2.919  -0.74
O 0.744 4.117 -5.143  -0.72

charge	+2
LUMO level (alpha / beta)	-3.83 / -9.18	eV
orbital gap (alpha / beta)	0.299 / 0.102	Ha
multiplicity	2


Record 2
C5H8O | the ωB97M-V functional and the def2-TZVPD basis

Last column: Mulliken charge in e.
Positions of all 14 atoms, in Å:
C 1.592 0.511 0.442  -1.35
C 0.312 0.455 -0.383  0.33
C -0.259 -0.956 -0.745  -0.78
C -1.532 -0.592 0.013  -0.15
O -1.141 -0.289 1.349  -0.43
C -1.003 0.728 0.361  -0.47
H 1.362 0.317 1.493  0.33
H 2.096 1.480 0.363  0.34
H 2.299 -0.259 0.115  0.32
H 0.382 1.074 -1.286  0.41
H 0.283 -1.814 -0.335  0.30
H -0.406 -1.087 -1.821  0.29
H -2.551 -0.934 -0.143  0.41
H -1.499 1.674 0.556  0.44

LUMO level	1.19	eV
energy relative to the best compared isomer or geometry (same formula, charge and spin)	2.152	eV
orbital gap	0.405	Ha


Record 3
C5H14N2 | the ωB97M-V functional and the def2-TZVPD basis

Last column: Mulliken charge in e.
Positions of all 21 atoms, in Å:
C 1.251 -0.255 -2.952  -1.14
C 1.123 -1.057 -1.577  -0.35
N 0.847 -0.169 -0.499  -0.19
C 0.767 -0.641 0.962  -0.84
C -0.075 0.422 1.763  -0.68
C -1.676 0.509 1.863  -0.39
N -2.330 1.073 0.739  -0.59
H 1.815 -0.850 -3.708  0.35
H 0.294 -0.116 -3.334  0.32
H 1.960 0.658 -2.887  0.30
H 0.406 -1.892 -1.645  0.31
H 2.276 -1.531 -1.631  0.19
H 1.342 0.694 -0.523  0.23
H 0.217 -1.533 1.100  0.38
H 1.605 -0.875 1.482  0.45
H 0.413 0.531 2.683  0.52
H 0.072 1.444 1.280  0.19
H -1.916 -0.634 1.779  0.21
H -2.001 1.019 2.864  0.29
H -2.424 2.096 0.683  0.22
H -2.018 0.797 -0.174  0.22

LUMO level	1.14	eV
energy relative to the best compared isomer or geometry (same formula, charge and spin)	2.754	eV
orbital gap	0.351	Ha


Record 4
C4H7N3O | the ωB97M-V functional and the def2-TZVPD basis

Last column: Mulliken charge in e.
Positions of all 15 atoms, in Å:
C 1.516 -0.229 -0.875  -0.02
C -0.648 0.858 -0.311  -0.69
C -1.368 -0.479 0.186  0.65
C -0.475 -0.890 1.141  -0.55
H 1.083 0.606 -2.542  0.24
H 2.182 -0.680 -0.278  0.50
H -0.822 1.380 -1.673  0.29
H -1.151 1.755 0.325  0.24
H -1.310 -0.980 2.046  0.29
H -0.071 -2.038 1.221  0.27
H 0.346 0.909 1.563  0.38
N 1.860 -0.071 -2.106  -0.61
N 0.697 0.557 -0.120  0.00
N 0.697 0.022 1.272  -0.44
O -2.536 -0.722 0.151  -0.55

LUMO level	0.00	eV
energy relative to the best compared isomer or geometry (same formula, charge and spin)	6.295	eV
orbital gap	0.341	Ha


Record 5
C40H54BrClKN6O4PS2Si | the ωB97M-V functional and the def2-TZVPD basis

Last column: Mulliken charge in e.
Positions of all 111 atoms, in Å:
K 1.975 0.350 -0.358  1.26
N 1.023 4.024 3.495  -0.46
C 0.978 2.642 3.230  0.41
S -0.500 1.817 3.681  -0.51
N 2.056 2.189 2.684  -1.15
N 2.125 0.863 2.265  0.22
C 1.944 -0.054 3.129  -0.97
C 2.183 -1.494 2.884  1.10
C 1.813 -2.385 3.890  -0.39
C 2.021 -3.759 3.805  -0.68
C 2.628 -4.256 2.647  -0.55
C 3.033 -3.403 1.637  -0.47
C 2.855 -1.984 1.702  0.45
O 3.290 -1.204 0.785  -1.32
H 0.405 4.299 4.233  0.21
H 1.960 4.396 3.532  0.23
H 1.654 0.214 4.146  0.39
H 1.336 -1.974 4.776  0.19
H 1.712 -4.419 4.605  0.36
H 2.786 -5.325 2.540  0.34
H 3.520 -3.796 0.748  0.29
N -1.205 3.893 -2.688  0.06
C -1.410 4.595 -1.517  0.67
C -1.426 5.954 -1.222  -1.36
C -1.677 6.296 0.096  -0.29
C -1.896 5.314 1.080  -0.75
C -1.889 3.967 0.771  -0.43
C -1.656 3.610 -0.555  0.25
N -1.586 2.345 -1.130  0.05
C -1.298 2.559 -2.372  0.18
C -1.074 1.512 -3.382  -0.41
C -0.795 1.731 -4.688  -0.13
S -0.516 0.249 -5.489  -0.30
C -0.762 -0.587 -3.994  -0.36
N -1.068 0.180 -3.007  0.22
H -0.801 4.260 -3.529  0.29
H -1.225 6.711 -1.973  0.36
H -1.685 7.342 0.378  0.36
H -2.037 5.616 2.111  0.40
H -1.991 3.209 1.539  0.37
H -0.707 2.670 -5.217  0.35
H -0.631 -1.664 -3.921  0.47
C -4.132 0.037 -0.204  -2.04
C -4.203 -1.489 0.005  2.83
C -5.578 -1.842 0.594  -1.76
C -4.087 -2.120 -1.393  -2.12
Si -2.776 -2.079 1.141  -1.69
Br -0.971 -1.036 0.345  0.52
C -2.389 -3.953 0.936  2.97
C -1.709 -4.256 -0.416  -2.05
C -1.389 -4.412 2.010  -2.01
C -3.662 -4.811 1.044  -1.87
C -3.010 -1.534 2.950  3.39
C -3.568 -0.101 3.023  -1.97
C -1.655 -1.504 3.685  -1.47
C -3.965 -2.475 3.704  -1.88
H -4.905 0.328 -0.933  0.58
H -3.162 0.359 -0.596  0.21
H -4.319 0.599 0.714  0.29
H -6.362 -1.512 -0.104  0.51
H -5.754 -1.336 1.548  0.31
H -5.706 -2.918 0.755  0.24
H -4.848 -1.670 -2.047  0.61
H -4.259 -3.199 -1.381  0.32
H -3.105 -1.923 -1.839  0.20
H -0.769 -3.710 -0.525  0.37
H -2.335 -4.020 -1.278  0.29
H -1.477 -5.331 -0.454  0.52
H -0.462 -3.831 1.988  0.18
H -1.119 -5.460 1.815  0.64
H -1.799 -4.362 3.021  0.26
H -4.348 -4.638 0.209  0.31
H -4.212 -4.631 1.974  0.28
H -3.380 -5.873 1.024  0.49
H -2.947 0.601 2.454  0.10
H -3.539 0.232 4.069  0.60
H -4.604 -0.033 2.675  0.38
H -1.010 -0.705 3.309  -0.48
H -1.106 -2.442 3.622  0.19
H -1.841 -1.285 4.747  0.57
H -4.941 -2.575 3.214  0.26
H -4.137 -2.066 4.709  0.53
H -3.545 -3.477 3.825  0.34
C 2.968 -0.032 -3.845  0.19
P 2.877 -1.668 -3.118  1.12
C 4.272 -1.898 -2.016  -0.60
C 3.234 -2.774 -4.512  -1.47
O 1.548 -1.981 -2.498  -0.62
H 3.876 0.078 -4.446  0.44
H 2.960 0.732 -3.049  -0.50
H 2.088 0.107 -4.474  -0.07
H 5.159 -1.359 -2.362  0.29
H 4.481 -2.971 -1.978  0.38
H 3.992 -1.585 -0.987  -0.01
H 4.234 -2.598 -4.912  0.38
H 2.492 -2.617 -5.297  0.35
H 3.158 -3.804 -4.156  0.36
Cl 8.225 6.369 -2.113  -0.27
C 6.737 5.433 -2.018  0.49
C 6.791 4.057 -2.159  -0.73
C 5.607 3.330 -2.092  -0.10
C 4.385 3.967 -1.918  0.17
C 4.361 5.349 -1.772  -0.16
C 5.535 6.090 -1.807  -0.68
C 3.088 3.172 -1.965  0.00
O 2.104 3.762 -2.450  -0.66
O 3.166 1.974 -1.559  -0.78
H 7.744 3.566 -2.310  0.38
H 5.617 2.249 -2.161  0.42
H 3.403 5.836 -1.636  0.44
H 5.523 7.166 -1.679  0.38

charge	-2
LUMO level	3.46	eV
energy relative to the best compared isomer or geometry (same formula, charge and spin)	0.087	eV
orbital gap	0.179	Ha


Record 6
C31H43N5O8S2SbSn | the ωB97M-V functional and the def2-TZVPD basis

Last column: Mulliken charge in e.
Positions of all 91 atoms, in Å:
Sn 0.094 -0.497 -0.473  1.57
N -1.865 -2.328 -0.307  -0.62
C -3.209 -1.785 -0.635  -0.45
C -3.777 -0.887 0.483  -1.02
C -2.669 -0.140 1.167  0.60
O -2.141 0.868 0.738  -0.50
O -2.198 -0.722 2.274  -0.59
H -1.624 -3.066 -0.959  0.26
H -1.892 -2.756 0.615  0.24
H -3.927 -2.578 -0.841  0.44
H -3.103 -1.181 -1.530  0.26
H -4.318 -1.466 1.230  0.29
H -4.446 -0.167 0.019  0.41
C -1.532 0.436 6.435  -1.56
C -2.198 0.076 5.103  1.46
C -2.665 -1.381 5.158  -1.60
C -3.395 1.000 4.856  -1.66
Sb -0.901 0.344 3.360  1.33
C 0.761 -1.073 3.480  1.96
C 0.327 -2.353 2.767  -1.40
C 1.983 -0.451 2.802  -2.26
C 1.067 -1.341 4.948  -1.74
C -0.403 2.602 3.085  1.70
C 0.820 2.643 2.196  -1.58
C -1.606 3.266 2.454  -1.60
C -0.152 3.011 4.515  -1.73
H -2.289 0.328 7.218  0.51
H -1.174 1.460 6.484  0.29
H -0.712 -0.229 6.693  0.31
H -3.350 -1.476 6.005  0.58
H -1.848 -2.082 5.324  0.25
H -3.201 -1.687 4.262  0.24
H -4.157 0.800 5.615  0.52
H -3.863 0.840 3.881  0.27
H -3.127 2.054 4.938  0.29
H 0.266 -2.226 1.687  -0.02
H -0.630 -2.735 3.126  0.29
H 1.082 -3.120 2.961  0.59
H 1.799 -0.089 1.790  0.46
H 2.760 -1.220 2.741  0.59
H 2.394 0.371 3.390  0.32
H 0.275 -1.881 5.462  0.35
H 1.297 -0.432 5.506  0.34
H 1.964 -1.968 4.974  0.55
H 0.685 2.138 1.243  0.15
H 1.709 2.249 2.681  0.23
H 1.009 3.700 1.974  0.67
H -1.823 2.879 1.466  0.28
H -1.359 4.329 2.352  0.55
H -2.501 3.194 3.071  0.33
H 0.607 2.405 5.015  0.33
H -1.060 3.031 5.111  0.34
H 0.235 4.035 4.469  0.58
O 1.343 -2.212 -1.400  -0.81
S 2.138 -1.413 -2.402  1.18
O 1.825 -1.677 -3.761  -0.62
N 1.886 0.105 -1.857  -0.33
C 2.885 0.381 -0.910  0.19
O 2.699 1.098 0.056  -0.50
C 4.120 -0.431 -1.166  0.18
C 5.388 -0.269 -0.647  -0.60
C 6.364 -1.189 -1.020  -0.53
C 6.073 -2.242 -1.884  -0.57
C 4.792 -2.417 -2.398  -0.65
C 3.846 -1.492 -2.014  0.29
H 5.612 0.560 0.010  0.55
H 7.371 -1.082 -0.641  0.41
H 6.857 -2.931 -2.169  0.42
H 4.560 -3.222 -3.083  0.50
O 2.724 1.529 -8.941  -0.67
S 1.785 2.573 -8.573  1.19
O 2.075 3.234 -7.314  -0.67
O 1.366 3.444 -9.645  -0.66
C 0.327 1.571 -8.199  0.02
N -0.392 1.059 -9.214  -0.44
C -1.365 0.221 -8.912  -0.35
C -1.660 -0.170 -7.608  -0.77
C -0.875 0.426 -6.645  0.15
N 0.087 1.297 -6.914  -0.32
C -0.986 0.168 -5.190  0.94
C -1.274 -1.081 -4.652  -1.10
C -1.206 -1.255 -3.290  0.27
N -0.910 -0.254 -2.441  0.38
C -0.673 0.970 -2.971  -0.42
C -0.692 1.214 -4.315  -0.81
H -1.943 -0.168 -9.745  0.42
H -2.455 -0.868 -7.381  0.45
H -1.480 -1.928 -5.291  0.47
H -1.364 -2.235 -2.866  0.24
H -0.431 1.761 -2.272  0.58
H -0.434 2.186 -4.715  0.58

charge	+1
LUMO level	-4.14	eV
energy relative to the best compared isomer or geometry (same formula, charge and spin)	3.146	eV
orbital gap	0.157	Ha